Entry 1:
C13H17BaN4O2 | ωB97M-V/def2-TZVPD

Summary:
Multiplicity: 1
HOMO-LUMO gap: 3.2290 eV
Total charge: -1
DFT total energy: -24504.393 eV
HOMO energy: -0.0412 Ha

The geometry in XYZ format:
```
37
C13H17BaN4O2 (ωB97M-V/def2-TZVPD)
Ba 0.488 2.118 0.308
O -2.738 3.735 -2.038
C -2.122 2.757 -1.642
O -0.906 2.714 -1.222
C -2.847 1.415 -1.589
C -4.164 1.336 -2.025
C -4.816 0.119 -1.960
C -4.133 -0.977 -1.457
C -2.821 -0.803 -1.043
N -2.180 0.364 -1.107
H -4.634 2.236 -2.396
H -5.843 0.022 -2.290
H -4.603 -1.949 -1.382
H -2.256 -1.634 -0.635
N 3.652 0.984 -2.196
C 4.533 0.267 -2.924
C 3.999 -0.991 -3.042
C 2.777 -0.925 -2.336
N 2.572 0.276 -1.827
H 3.726 1.945 -1.917
H 5.455 0.690 -3.286
H 4.428 -1.838 -3.550
H 2.051 -1.706 -2.171
C 1.180 -0.400 4.459
C 0.816 -0.274 2.944
C 1.663 -1.349 2.211
C -0.667 -0.717 2.819
N 1.045 1.038 2.431
H 1.023 -1.412 4.882
H 0.571 0.317 5.016
H 2.230 -0.121 4.580
H 1.533 -2.364 2.628
H 2.717 -1.068 2.275
H 1.381 -1.369 1.150
H -0.864 -1.706 3.267
H -0.947 -0.758 1.757
H -1.299 0.028 3.310
```

Entry 2:
C21H29F2NO7P2STeV | ωB97M-V/def2-TZVPD

Summary:
Multiplicity: 4
HOMO-LUMO gap (alpha / beta): 5.5205 / 6.8419 eV
<S²>: 3.76
ΔE to the lowest compared entry with this formula, charge and spin: 68.6 kJ/mol
Total charge: -2
DFT total energy: -105901.158 eV
HOMO energy (alpha / beta): -0.0574 / -0.1060 Ha

The geometry in XYZ format:
```
65
C21H29F2NO7P2STeV (ωB97M-V/def2-TZVPD)
V 1.088 3.068 0.610
O -1.320 5.654 2.625
C -0.702 5.018 1.786
O 0.552 4.811 1.755
C -1.463 4.476 0.590
C -2.808 4.732 0.486
C -3.548 4.043 -0.503
C -2.824 3.273 -1.383
C -1.453 3.118 -1.270
N -0.742 3.715 -0.259
C -0.661 2.107 -2.054
O -1.166 1.640 -3.077
O 0.462 1.841 -1.502
H -3.326 5.299 1.288
H -4.619 4.244 -0.598
H -3.172 2.599 -2.136
C -2.646 -3.536 1.019
P -2.175 -4.783 -0.304
C -3.058 -6.174 0.525
C -0.346 -4.964 0.000
C 0.239 -5.688 1.027
C 1.626 -5.762 1.159
C 2.399 -5.145 0.155
C 1.826 -4.393 -0.806
C 0.433 -4.224 -0.934
P -0.195 -3.303 -2.464
C 1.315 -2.319 -2.803
C -1.151 -1.842 -1.680
H -1.897 -2.852 1.303
H -2.859 -4.095 1.915
H -3.530 -2.971 0.702
H -2.535 -6.313 1.496
H -3.011 -7.067 -0.091
H -4.062 -5.796 0.657
H -0.500 -6.193 1.665
H 2.166 -6.304 1.935
H 3.450 -5.304 0.095
H 2.516 -4.040 -1.593
H 1.761 -2.012 -1.828
H 0.966 -1.382 -3.319
H 2.003 -2.912 -3.395
H -0.735 -1.601 -0.702
H -2.187 -2.135 -1.675
H -0.954 -1.016 -2.358
C -1.564 1.273 3.759
S -1.065 0.735 2.084
O -2.146 1.230 1.212
O -1.001 -0.731 2.250
O 0.286 1.197 1.707
H -2.399 0.575 3.952
H -1.892 2.308 3.732
H -0.706 1.067 4.434
C 3.378 2.710 -2.337
Te 2.289 4.454 -1.847
C 4.073 5.462 -1.226
H 4.354 2.961 -2.712
H 2.839 2.112 -3.134
H 3.536 2.118 -1.461
H 4.482 4.904 -0.384
H 3.755 6.460 -0.801
H 4.826 5.595 -2.043
F 3.728 3.313 2.705
C 3.004 2.625 1.562
F 3.998 2.553 0.527
H 3.070 1.570 1.959
```

Entry 3:
C5H14BBaClNRu | ωB97M-V/def2-TZVPD

Summary:
Multiplicity: 6
HOMO-LUMO gap (alpha / beta): 2.4644 / 5.3975 eV
<S²>: 8.77
ΔE to the lowest compared entry with this formula, charge and spin: 0.0 kJ/mol
Total charge: -2
DFT total energy: -23368.992 eV
HOMO energy (alpha / beta): 0.0702 / -0.0359 Ha

The geometry in XYZ format:
```
24
C5H14BBaClNRu (ωB97M-V/def2-TZVPD)
Ru 0.010 0.434 0.138
Cl -0.243 -0.114 2.374
C 1.523 -0.692 -0.519
H 1.962 -0.289 -1.445
H 1.353 -1.783 -0.621
H 2.250 -0.525 0.293
Ba -0.645 -1.541 -2.436
C -2.657 -1.457 -0.653
C 0.134 -3.768 -0.946
C -0.577 1.264 -1.512
H 0.764 -4.430 -1.561
H 0.548 -3.673 0.069
H -0.911 -4.122 -0.899
H -3.439 -0.893 -1.189
H -3.014 -2.447 -0.334
H -2.348 -0.868 0.233
H -0.162 1.173 -2.549
H -1.318 2.075 -1.409
B 1.143 4.000 2.498
C 1.116 2.846 1.517
N 1.056 1.954 0.750
H 0.517 4.924 1.997
H 2.312 4.298 2.664
H 0.627 3.635 3.541
```

Entry 4:
C81H186N6O15 | ωB97M-V/def2-TZVPD

Summary:
Multiplicity: 1
HOMO-LUMO gap: 8.5033 eV
ΔE to the lowest compared entry with this formula, charge and spin: 240.2 kJ/mol
Total charge: 0
DFT total energy: -126656.706 eV
HOMO energy: -0.3013 Ha

The geometry in XYZ format:
```
288
C81H186N6O15 (ωB97M-V/def2-TZVPD)
C 12.192 11.629 16.712
C 10.995 12.334 16.079
C 11.414 13.455 15.214
O 10.326 11.398 15.255
H 12.813 11.147 15.956
H 11.886 10.914 17.475
H 12.845 12.342 17.215
H 10.291 12.628 16.858
H 11.885 13.090 14.301
H 12.028 14.167 15.765
H 10.536 14.012 14.885
H 9.521 11.833 14.963
C 8.880 17.572 16.508
C 8.462 17.149 17.930
C 9.502 16.415 18.657
O 8.276 18.325 18.683
H 9.106 16.756 15.821
H 9.779 18.189 16.503
H 8.095 18.168 16.043
H 7.604 16.478 17.948
H 10.417 16.976 18.847
H 9.858 15.579 18.056
H 9.144 15.922 19.561
H 7.766 18.064 19.454
C 16.195 24.023 14.940
C 16.141 23.457 16.347
C 16.012 21.893 16.455
O 17.375 23.804 16.969
H 15.412 23.648 14.281
H 17.125 23.817 14.409
H 16.008 25.094 15.026
H 15.273 23.829 16.890
H 15.010 21.655 16.099
H 16.207 21.457 17.435
H 16.716 21.448 15.752
H 17.284 23.494 17.873
C 14.952 15.950 24.306
C 15.908 14.982 23.564
C 16.463 13.778 24.342
O 15.462 14.573 22.348
H 14.469 16.743 23.736
H 15.423 16.468 25.142
H 14.080 15.422 24.692
H 16.752 15.604 23.268
H 16.957 14.003 25.288
H 17.304 13.305 23.835
H 15.710 13.025 24.575
H 14.924 13.790 22.482
C 11.927 13.507 21.885
C 12.491 12.137 22.169
C 12.492 11.300 20.885
O 13.854 12.360 22.412
H 12.216 14.293 22.583
H 10.848 13.572 21.745
H 12.335 13.847 20.933
H 11.947 11.746 23.028
H 13.018 11.736 20.036
H 11.463 11.081 20.599
H 12.962 10.341 21.101
H 14.142 11.734 23.080
C 9.206 22.244 19.531
C 9.737 21.462 18.289
C 10.763 20.383 18.567
O 8.602 20.844 17.684
H 8.709 21.538 20.196
H 8.480 23.006 19.247
H 10.069 22.700 20.018
H 10.207 22.187 17.624
H 10.883 19.805 17.650
H 10.378 19.691 19.316
H 11.698 20.813 18.927
H 8.617 19.904 17.877
C 17.635 14.673 14.080
C 16.456 13.809 13.568
C 15.303 13.502 14.567
O 15.963 14.184 12.342
H 18.144 14.316 14.975
H 17.281 15.686 14.276
H 18.501 14.806 13.432
H 16.916 12.827 13.451
H 14.654 12.738 14.138
H 14.750 14.439 14.636
H 15.626 13.190 15.560
H 15.217 13.603 12.175
C 19.177 21.465 19.551
C 18.586 22.419 20.588
C 19.533 22.834 21.667
O 18.102 23.539 19.920
H 19.970 22.001 19.029
H 18.494 21.060 18.804
H 19.593 20.599 20.065
H 17.715 21.947 21.043
H 19.156 23.742 22.137
H 20.542 23.026 21.301
H 19.589 22.139 22.505
H 18.736 24.260 19.900
C 10.105 20.014 22.334
C 9.795 18.586 21.938
C 11.022 17.656 21.843
O 9.067 17.956 23.026
H 10.566 20.630 21.562
H 10.872 19.979 23.108
H 9.105 20.417 22.492
H 9.202 18.652 21.025
H 11.698 17.840 22.679
H 11.593 17.975 20.972
H 10.773 16.596 21.808
H 9.665 18.105 23.762
C 21.682 18.806 26.016
C 20.342 19.278 26.619
C 20.369 20.840 26.639
C 19.857 21.477 25.315
C 18.501 20.911 24.969
C 18.500 19.393 24.713
N 19.167 18.749 25.913
O 19.149 17.323 25.845
C 17.042 18.884 24.754
C 19.231 19.104 23.391
C 20.254 18.891 28.104
H 21.662 19.015 24.946
H 21.937 17.751 26.113
H 22.481 19.306 26.563
H 19.842 21.230 27.510
H 21.398 21.184 26.739
H 20.556 21.371 24.486
H 19.686 22.547 25.436
H 18.134 21.375 24.054
H 17.809 21.099 25.790
H 16.575 19.003 25.732
H 16.419 19.401 24.025
H 16.993 17.816 24.542
H 19.188 18.018 23.307
H 18.634 19.520 22.580
H 20.282 19.394 23.394
H 19.222 19.033 28.424
H 20.915 19.407 28.799
H 20.380 17.810 28.159
H 18.423 17.118 26.440
C 13.537 16.552 17.570
C 14.862 16.040 18.212
C 16.027 16.221 17.228
C 16.497 17.662 17.087
C 16.869 18.206 18.514
C 15.715 18.078 19.508
N 15.159 16.674 19.506
O 14.140 16.501 20.488
C 16.457 18.310 20.896
C 14.704 19.244 19.343
C 14.657 14.511 18.373
H 13.609 17.581 17.219
H 12.779 16.457 18.347
H 13.043 15.893 16.855
H 16.831 15.576 17.582
H 15.734 15.941 16.216
H 15.659 18.302 16.812
H 17.289 17.786 16.349
H 17.097 19.270 18.464
H 17.758 17.699 18.892
H 17.469 18.701 20.785
H 15.983 19.112 21.462
H 16.488 17.373 21.451
H 15.221 20.202 19.313
H 14.045 19.208 18.475
H 14.034 19.375 20.193
H 14.466 13.964 17.450
H 13.860 14.152 19.024
H 15.569 13.981 18.649
H 14.556 15.837 21.042
C 19.674 11.970 21.193
C 18.806 12.597 20.119
C 19.587 12.694 18.797
C 19.601 11.355 17.961
C 18.165 10.886 17.768
C 17.368 10.699 19.098
N 17.456 12.009 19.872
O 16.642 11.944 20.982
C 15.950 10.446 18.686
C 17.858 9.447 19.860
C 18.585 14.009 20.549
H 19.067 11.878 22.094
H 20.500 12.589 21.544
H 20.062 11.012 20.848
H 19.237 13.501 18.152
H 20.644 12.820 19.031
H 20.197 10.609 18.487
H 20.089 11.722 17.058
H 18.257 9.892 17.328
H 17.675 11.479 16.996
H 15.899 9.701 17.892
H 15.355 10.159 19.553
H 15.541 11.304 18.151
H 17.282 8.582 19.531
H 18.902 9.251 19.613
H 17.742 9.472 20.943
H 17.851 14.040 21.354
H 18.032 14.624 19.838
H 19.489 14.548 20.831
H 16.076 12.718 20.934
C 15.038 23.730 20.662
C 13.584 23.709 21.255
C 13.050 22.199 21.454
C 13.716 21.467 22.657
C 13.623 22.280 23.897
C 14.173 23.751 23.737
N 13.474 24.334 22.568
O 13.684 25.747 22.531
C 13.657 24.471 25.003
C 15.704 23.783 23.710
C 12.715 24.432 20.213
H 15.453 22.723 20.716
H 15.737 24.409 21.151
H 15.163 24.130 19.656
H 11.974 22.282 21.612
H 13.279 21.585 20.583
H 14.750 21.202 22.434
H 13.300 20.488 22.892
H 14.355 21.779 24.531
H 12.628 22.280 24.342
H 14.052 24.018 25.912
H 14.012 25.502 25.003
H 12.568 24.431 25.028
H 16.210 23.399 24.595
H 16.212 23.267 22.896
H 16.070 24.809 23.662
H 12.792 23.847 19.296
H 13.110 25.394 19.886
H 11.666 24.580 20.469
H 14.498 25.739 22.021
C 13.636 19.128 11.664
C 13.881 17.885 12.545
C 12.924 17.829 13.748
C 11.569 17.247 13.491
C 11.695 15.925 12.729
C 12.567 15.973 11.457
N 13.904 16.558 11.848
O 14.817 16.509 10.818
C 12.669 14.505 10.992
C 11.720 16.749 10.376
C 15.318 18.010 13.169
H 14.341 19.088 10.834
H 12.589 19.200 11.368
H 13.890 20.033 12.215
H 13.367 17.246 14.556
H 12.799 18.826 14.171
H 10.933 17.434 14.356
H 11.060 17.939 12.820
H 10.725 15.559 12.392
H 12.046 15.119 13.373
H 13.072 13.792 11.711
H 13.390 14.583 10.178
H 11.862 14.063 10.406
H 10.966 17.427 10.774
H 11.219 16.170 9.600
H 12.412 17.367 9.803
H 15.592 17.112 13.721
H 16.079 18.050 12.389
H 15.471 18.845 13.853
H 15.358 15.773 11.113
C 20.892 19.572 12.090
C 20.404 20.623 13.106
C 18.926 20.358 13.453
C 18.725 19.165 14.361
C 19.593 19.273 15.605
C 21.101 19.515 15.323
N 21.223 20.591 14.354
O 22.565 20.974 14.214
C 21.728 19.924 16.715
C 21.671 18.144 14.956
C 20.383 22.102 12.560
H 20.370 19.678 11.139
H 20.844 18.540 12.436
H 21.946 19.757 11.883
H 18.472 21.249 13.888
H 18.368 20.154 12.539
H 18.888 18.244 13.803
H 17.678 19.190 14.661
H 19.408 18.376 16.197
H 19.341 20.058 16.318
H 22.811 19.989 16.611
H 21.445 20.932 17.017
H 21.356 19.278 17.511
H 22.674 18.306 14.561
H 21.767 17.518 15.843
H 21.007 17.563 14.316
H 19.943 22.831 13.241
H 19.898 22.031 11.587
H 21.431 22.375 12.438
H 22.552 21.783 14.730
```

Copy entry 1 word for word.
C13H17BaN4O2 | ωB97M-V/def2-TZVPD

Summary:
Multiplicity: 1
HOMO-LUMO gap: 3.2290 eV
Total charge: -1
DFT total energy: -24504.393 eV
HOMO energy: -0.0412 Ha

The geometry in XYZ format:
```
37
C13H17BaN4O2 (ωB97M-V/def2-TZVPD)
Ba 0.488 2.118 0.308
O -2.738 3.735 -2.038
C -2.122 2.757 -1.642
O -0.906 2.714 -1.222
C -2.847 1.415 -1.589
C -4.164 1.336 -2.025
C -4.816 0.119 -1.960
C -4.133 -0.977 -1.457
C -2.821 -0.803 -1.043
N -2.180 0.364 -1.107
H -4.634 2.236 -2.396
H -5.843 0.022 -2.290
H -4.603 -1.949 -1.382
H -2.256 -1.634 -0.635
N 3.652 0.984 -2.196
C 4.533 0.267 -2.924
C 3.999 -0.991 -3.042
C 2.777 -0.925 -2.336
N 2.572 0.276 -1.827
H 3.726 1.945 -1.917
H 5.455 0.690 -3.286
H 4.428 -1.838 -3.550
H 2.051 -1.706 -2.171
C 1.180 -0.400 4.459
C 0.816 -0.274 2.944
C 1.663 -1.349 2.211
C -0.667 -0.717 2.819
N 1.045 1.038 2.431
H 1.023 -1.412 4.882
H 0.571 0.317 5.016
H 2.230 -0.121 4.580
H 1.533 -2.364 2.628
H 2.717 -1.068 2.275
H 1.381 -1.369 1.150
H -0.864 -1.706 3.267
H -0.947 -0.758 1.757
H -1.299 0.028 3.310
```